Formula: H31O16
Source: the Open Molecules 2025 dataset
Level of theory: ωB97M-V/def2-TZVPD

Values from the calculation:
net charge	-1
LUMO level	2.001	eV
energy relative to the best compared isomer or geometry (same formula, charge and spin)	328.9	kJ/mol
electronic energy	-33264.4209	eV

Each line ends with the Löwdin charge.
Atoms and positions in Å:
O  1.952  -0.550  4.568  -0.064
O  0.093  1.749  -1.385  -0.085
O  -3.694  0.999  2.688  -0.030
O  5.058  1.470  0.504  -0.081
O  0.238  0.169  0.854  -0.331
O  -2.631  -3.091  -0.265  -0.060
O  -4.605  0.800  -3.481  -0.058
O  2.562  1.548  -0.134  -0.072
O  -0.834  -1.753  1.937  -0.174
O  1.142  0.572  -3.604  -0.094
O  4.903  -1.817  -0.517  -0.046
O  -3.561  -1.905  3.263  -0.060
O  0.918  3.866  -2.794  -0.048
O  -1.473  1.182  -4.208  -0.021
O  -0.538  -3.669  4.339  -0.055
O  0.500  -1.793  -1.385  -0.071
H  0.675  0.913  -2.808  -0.014
H  -0.398  0.845  1.087  -0.031
H  4.589  -1.557  -1.380  0.038
H  -0.929  -3.085  4.989  0.036
H  0.401  -1.225  -0.613  -0.019
H  0.867  1.167  -4.301  0.007
H  -3.473  0.749  1.789  0.043
H  -4.160  1.589  -3.186  0.015
H  -2.618  -3.217  0.689  0.012
H  0.309  1.276  -0.562  -0.015
H  2.530  -0.703  3.810  0.036
H  1.906  0.888  0.163  0.007
H  -0.962  -3.534  3.491  0.000
H  0.084  2.696  -1.270  0.018
H  2.058  2.360  -0.107  0.021
H  -3.670  -1.086  2.786  -0.018
H  4.549  -2.572  -0.058  0.033
H  -0.019  -2.082  2.331  0.005
H  -3.077  1.668  2.934  0.029
H  -4.532  0.598  -4.410  0.024
H  1.847  3.602  -2.780  0.057
H  0.977  4.788  -3.073  0.046
H  -0.135  -2.464  -1.088  0.016
H  -1.408  2.001  -3.734  0.026
H  4.803  2.279  0.070  0.008
H  -1.007  0.430  -4.022  -0.019
H  -0.473  -0.858  1.447  -0.040
H  -2.956  -2.197  -0.382  0.030
H  -2.648  -2.168  3.221  -0.029
H  4.809  0.710  -0.024  -0.004
H  2.033  0.411  4.609  0.030

Forces on atoms 1 to 6 (eV/Å):
O 0.497 0.479 -0.241
O -0.774 -0.113 -0.530
O -0.968 -0.641 -0.250
O 1.594 -0.060 0.925
O 0.255 0.465 -0.481
O -0.143 -0.353 -0.187

=====

Formula: C3H6N2O
Source: the Open Molecules 2025 dataset
Level of theory: ωB97M-V/def2-TZVPD

Values from the calculation:
LUMO level	0.718	eV
SMILES string	N=C=CO.C=N
energy relative to the best compared isomer or geometry (same formula, charge and spin)	374.5	kJ/mol
electronic energy	-8232.8169	eV

Each line ends with the Löwdin charge.
Atoms and positions in Å:
O  -0.399  1.783  -0.023  -0.046
N  -2.002  -1.189  0.834  0.142
N  0.942  -1.029  0.111  0.032
C  -1.588  -0.245  0.163  -0.186
C  1.742  -0.076  -0.147  -0.157
C  -1.240  0.818  -0.536  -0.225
H  0.517  1.467  -0.129  0.027
H  0.793  -1.095  1.121  0.061
H  1.982  0.134  -1.194  0.084
H  -1.411  -2.022  0.755  0.064
H  2.222  0.552  0.616  0.088
H  -1.559  0.902  -1.572  0.114

Forces on atoms 1 to 6 (eV/Å):
O 0.119 0.011 -0.037
N 0.180 0.495 -0.372
N 0.566 0.237 0.121
C -0.349 -0.168 0.164
C 0.239 -0.491 -0.043
C -0.381 -0.313 -0.041

=====

Formula: C3H11NS
Source: the Open Molecules 2025 dataset
Level of theory: ωB97M-V/def2-TZVPD

Values from the calculation:
LUMO level	0.920	eV
SMILES string	CSC.CN
energy relative to the best compared isomer or geometry (same formula, charge and spin)	142.6	kJ/mol
electronic energy	-15613.2727	eV

Each line ends with the Löwdin charge.
Atoms and positions in Å:
S  -2.803  -0.374  -1.822  0.670
N  2.624  -0.176  0.731  -0.087
C  -2.305  -1.359  -0.326  -0.425
C  -1.345  0.876  -1.912  -0.374
C  1.972  0.629  1.799  -0.190
H  -3.170  -1.658  0.264  0.021
H  1.814  1.734  1.532  0.093
H  -1.391  1.926  -1.505  0.044
H  -1.613  -0.798  0.317  0.021
H  2.487  0.306  2.707  0.063
H  0.913  0.396  1.851  0.038
H  2.997  -0.952  1.251  0.038
H  -1.364  1.061  -2.988  0.003
H  -0.540  0.294  -1.460  0.012
H  3.419  0.272  0.286  0.049
H  -1.694  -2.178  -0.726  0.024

Forces on atoms 1 to 6 (eV/Å):
S 0.844 1.194 1.142
N -0.538 0.309 0.049
C 0.884 0.468 -0.736
C -1.450 -0.121 -0.064
C -0.342 0.845 -1.303
H 0.075 -0.160 -0.271

=====

Formula: C6H9NO
Source: the Open Molecules 2025 dataset
Level of theory: ωB97M-V/def2-TZVPD

Values from the calculation:
LUMO level	0.551	eV
SMILES string	C/C=C/O.C#CN=C
energy relative to the best compared isomer or geometry (same formula, charge and spin)	410.9	kJ/mol
electronic energy	-9901.3453	eV

Each line ends with the Löwdin charge.
Atoms and positions in Å:
O  -1.887  -0.494  -1.295  -0.021
N  -0.196  0.590  1.194  -0.016
C  -1.402  0.298  1.418  -0.005
C  0.289  1.800  1.030  -0.255
C  -0.700  -1.140  -1.041  -0.256
C  1.725  -1.057  -0.492  -0.100
C  0.449  -0.483  -1.008  -0.197
C  0.898  2.836  0.953  0.130
H  -0.774  -2.182  -0.752  0.120
H  2.407  -1.308  -1.308  0.071
H  0.472  0.545  -1.335  0.106
H  2.216  -0.322  0.144  0.066
H  1.412  3.743  0.846  0.010
H  -2.225  1.011  1.476  0.094
H  -2.579  -1.136  -1.484  0.098
H  -1.639  -0.746  1.566  0.081
H  1.535  -1.956  0.090  0.073

Forces on atoms 1 to 6 (eV/Å):
O -0.165 -0.016 -0.128
N -0.292 -0.785 0.881
C -0.253 0.239 0.210
C 0.397 1.229 0.145
C 0.437 -0.059 -0.230
C 0.020 -0.079 -0.298

=====

Formula: CH5NO3Si
Source: the Open Molecules 2025 dataset
Level of theory: ωB97M-V/def2-TZVPD

Values from the calculation:
LUMO level	-1.211	eV
energy relative to the best compared isomer or geometry (same formula, charge and spin)	460.8	kJ/mol
electronic energy	-16621.3076	eV

Each line ends with the Löwdin charge.
Atoms and positions in Å:
Si  1.343  -0.659  0.308  0.677
O  -2.473  0.125  -0.092  0.084
O  -0.205  1.736  0.381  -0.020
O  -1.038  -1.500  0.226  -0.034
N  -1.342  -0.334  -0.072  -0.427
C  -0.158  0.471  -0.097  -0.516
H  0.877  -0.945  1.638  -0.053
H  -1.043  2.270  0.060  0.184
H  2.365  0.422  0.104  -0.052
H  1.661  -1.881  -0.500  -0.049
H  0.013  0.295  -1.955  0.205

Forces on atoms 1 to 6 (eV/Å):
Si -0.300 1.007 -0.698
O 0.858 -0.159 -0.381
O -2.333 0.500 -1.432
O -0.951 0.174 -0.977
N -1.105 -0.775 1.816
C 1.578 0.917 -3.791

=====

Formula: C6H7ClO
Source: the Open Molecules 2025 dataset
Level of theory: ωB97M-V/def2-TZVPD

Values from the calculation:
LUMO level	0.986	eV
energy relative to the best compared isomer or geometry (same formula, charge and spin)	470.6	kJ/mol
electronic energy	-20900.6561	eV

Each line ends with the Löwdin charge.
Atoms and positions in Å:
Cl  2.295  -0.311  0.015  0.563
O  -1.781  -1.249  -0.043  -0.024
C  -1.748  0.020  0.635  -0.197
C  -0.399  0.545  0.971  -0.277
C  -0.160  1.548  -0.153  -0.129
C  0.484  -0.513  0.332  -0.455
C  -1.561  -0.107  -0.836  -0.148
C  0.023  0.349  -0.940  -0.255
H  -0.364  0.830  2.088  0.169
H  0.366  0.363  -1.876  0.088
H  -2.348  0.303  1.466  0.147
H  -0.996  2.224  -0.190  0.130
H  0.771  2.006  -0.078  0.088
H  -2.259  0.141  -1.633  0.147
H  0.231  -1.647  0.259  0.154

Forces on atoms 1 to 6 (eV/Å):
Cl -0.147 -0.212 1.445
O -0.601 -0.352 0.360
C 0.730 -0.220 -1.370
C 1.870 0.068 4.350
C 0.295 0.756 2.442
C 1.699 -0.316 -3.839

=====

Formula: C30H43F5OP2Pr
Source: the Open Molecules 2025 dataset
Level of theory: ωB97M-V/def2-TZVPD

Values from the calculation:
net charge	+1
2S+1	3
LUMO level (spin up / spin down)	-4.070 / -3.980	eV
electronic energy	-80080.9924	eV

Each line ends with the Löwdin spin population.
Atoms and positions in Å:
Pr  -1.067  0.581  2.654  2.088
P  -0.444  2.467  -6.681  0.000
P  -0.750  -0.179  -5.241  0.000
F  -4.003  -5.188  6.679  0.000
F  -1.374  -1.263  6.608  0.000
F  -3.086  -3.123  2.508  0.000
F  -2.563  -3.241  7.977  0.000
F  -4.248  -5.122  3.950  0.000
O  -1.592  -1.189  3.803  -0.013
C  -0.420  -2.045  0.608  -0.001
C  2.472  -1.287  -0.168  0.000
C  3.567  0.505  3.235  -0.001
C  2.052  0.137  -0.088  0.000
C  -0.772  -0.283  -7.127  0.000
C  1.774  2.318  2.886  -0.015
C  -1.135  1.073  -7.738  0.000
C  2.557  3.241  2.028  -0.002
C  -2.222  -1.246  -4.947  0.000
C  1.206  2.548  -7.525  0.000
C  0.237  1.629  4.464  -0.008
C  -3.408  -4.209  5.973  -0.001
C  0.602  -1.397  -4.958  0.000
C  -3.528  -4.169  4.583  0.000
C  -1.231  3.833  -7.641  0.000
C  -2.923  -3.159  3.860  -0.001
C  -0.359  3.791  3.167  -0.001
C  1.338  -0.610  5.163  -0.002
C  1.236  0.613  4.328  -0.016
C  0.853  0.619  -0.448  0.000
C  0.635  -2.246  1.410  0.000
C  2.074  -2.195  1.032  0.000
C  -2.169  -2.153  4.501  -0.001
C  -2.675  -3.218  6.633  0.000
C  0.502  2.612  3.452  -0.011
C  2.225  1.105  3.439  -0.008
C  -2.068  -2.216  5.904  -0.001
C  -0.423  -1.650  -0.833  0.000
C  -0.213  -0.143  -1.174  0.000
C  -1.041  1.561  5.230  -0.002
H  2.084  -1.303  4.756  0.000
H  -1.173  2.497  5.791  0.000
H  -2.306  3.842  -7.430  0.000
H  0.447  -2.581  2.441  0.000
H  0.028  4.362  2.311  0.000
H  0.225  -0.615  -7.463  0.000
H  0.419  -2.316  -5.532  0.000
H  -1.058  3.697  -8.717  0.000
H  0.603  1.666  -0.231  0.000
H  -3.122  -0.698  -5.254  0.000
H  -1.432  -1.894  -1.207  0.000
H  1.908  3.837  1.374  0.000
H  0.267  -2.257  -1.438  0.000
H  -0.720  1.173  -8.753  0.000
H  -1.418  3.541  2.954  0.000
H  1.553  -0.950  -5.277  0.000
H  -1.986  1.483  4.590  0.000
H  0.665  -1.629  -3.887  0.000
H  1.688  3.483  -7.217  0.000
H  1.075  2.541  -8.616  0.000
H  -1.513  -1.046  -7.414  0.000
H  2.437  -3.206  0.771  0.000
H  0.382  -1.141  5.222  0.000
H  -2.294  -1.474  -3.876  0.000
H  3.567  -0.566  3.462  0.000
H  2.122  -1.759  -1.094  0.000
H  4.323  0.973  3.889  0.000
H  -0.788  4.778  -7.305  0.000
H  2.646  -1.892  1.919  0.000
H  1.635  -0.367  6.198  -0.001
H  2.801  0.825  0.315  0.000
H  -1.415  -2.320  0.998  0.000
H  3.139  3.953  2.641  -0.001
H  -0.056  -0.108  -2.270  0.000
H  -0.357  4.470  4.038  0.000
H  -2.230  1.207  -7.788  0.000
H  1.834  1.704  -7.218  0.000
H  -2.142  -2.175  -5.528  0.000
H  -1.055  0.738  5.948  0.000
H  3.278  2.704  1.399  0.000
H  -1.169  0.381  -1.008  0.000
H  3.913  0.633  2.202  0.000
H  3.575  -1.295  -0.201  0.000

Forces on atoms 1 to 6 (eV/Å):
Pr 2.191 -0.957 0.152
P -0.089 0.388 -1.243
P -0.029 -0.612 -0.289
F 0.371 0.595 -0.470
F -0.658 -0.821 -0.746
F 0.208 0.089 0.898

=====

Formula: H3IN2
Source: the Open Molecules 2025 dataset
Level of theory: ωB97M-V/def2-TZVPD

Values from the calculation:
LUMO level (spin up / spin down)	-0.306 / 0.223	eV
energy relative to the best compared isomer or geometry (same formula, charge and spin)	336.8	kJ/mol
electronic energy	-11124.2002	eV

Each line ends with the Löwdin charge.
Atoms and positions in Å:
I  1.387  0.217  -2.398  0.622
N  -0.694  -0.212  -0.514  -0.162
N  0.164  0.712  -0.882  -0.670
H  -1.308  0.060  0.240  0.091
H  2.076  0.819  0.635  0.053
H  -0.602  -1.197  -0.730  0.065

Cartesian forces, eV/Å:
I 0.083 -0.382 -0.385
N -0.631 -0.886 -0.133
N 0.457 1.138 0.553
H 0.124 -0.030 -0.033
H -0.120 0.025 -0.030
H 0.087 0.135 0.028